(1)
72
Properties=species:S:1:pos:R:3:forces:R:3 method="wB97M-V/def2-TZVPD" orbital_gap_ev=8.78 fmax_ha_per_bohr=0.015 mol_weight_da=623.5 total_charge=+2
Al 2.015265 -1.333675 -1.660661 0.042 0.740 0.026
O 2.413846 -3.977907 0.286208 0.099 -0.049 0.154
Cl 2.976600 -2.686808 0.273612 0.336 -0.472 0.524
O 3.889390 -2.426969 1.302116 -0.024 0.022 -0.020
O 1.882916 -1.662512 0.258487 -0.119 0.116 -0.078
O 3.576937 -2.403906 -1.066121 -0.098 -0.011 -0.235
C 6.325533 1.637221 -0.980659 -0.094 0.032 0.041
C 5.752196 0.874195 -2.112007 -0.186 0.063 0.086
N 6.334125 0.601233 -3.229403 0.044 -0.122 -0.131
N 5.414038 -0.092260 -3.963798 0.108 0.023 -0.053
C 4.266439 -0.261674 -3.333059 0.036 0.135 0.012
S 2.814824 -0.996382 -3.813820 -0.024 -0.101 -0.168
N 4.458412 0.351349 -2.146416 0.237 0.063 0.118
N 3.438686 0.370943 -1.195263 -0.234 0.223 0.123
H 7.379420 1.814753 -1.178326 -0.006 -0.027 -0.009
H 6.230452 1.092442 -0.039455 0.027 -0.008 -0.014
H 5.825741 2.602925 -0.877832 0.001 -0.026 0.020
H 5.658018 -0.419467 -4.885764 0.006 -0.012 -0.072
H 3.851160 0.378315 -0.264834 0.103 -0.263 0.125
H 2.927418 1.250552 -1.273409 -0.039 0.063 -0.107
C -0.329378 -3.613149 -3.908015 -0.074 -0.005 -0.124
C 0.474860 -3.747702 -2.665721 0.001 0.044 -0.012
N 0.600299 -4.904530 -2.070225 -0.010 -0.119 -0.026
O 1.028830 -2.726991 -2.168563 -0.216 -0.066 -0.021
H -0.648432 -4.571533 -4.309471 0.003 0.010 0.013
H 0.258146 -3.081435 -4.656634 0.034 -0.041 -0.003
H -1.210014 -3.004048 -3.694036 0.005 -0.024 0.060
H 0.176020 -5.737916 -2.444452 -0.038 -0.001 -0.033
H 1.142856 -4.975766 -1.221661 0.069 0.004 0.104
C -5.337927 -0.105098 2.061139 0.095 0.032 -0.025
C -4.578698 0.810037 1.090439 -0.010 0.026 -0.045
C -5.303774 0.758980 -0.266205 0.019 0.001 0.007
C -4.675673 2.251070 1.614459 0.057 -0.006 -0.063
C -3.094381 0.321816 0.904227 0.108 0.011 0.074
O -3.062302 -0.790219 0.000759 0.011 0.021 -0.017
C -2.384262 -0.178237 2.185464 0.053 0.240 0.010
C -1.942705 0.816009 3.288262 -0.054 -0.091 -0.038
C -0.548118 1.376422 3.145623 -0.024 -0.067 -0.208
C 0.562867 0.552594 3.329517 -0.012 -0.024 0.005
C 1.852186 1.039518 3.171270 -0.073 -0.046 -0.067
C 2.029861 2.365474 2.804288 0.217 -0.019 -0.026
Cl 3.650079 2.969219 2.575911 -0.050 -0.046 -0.073
C 0.953115 3.217000 2.644593 -0.111 0.017 0.000
C -0.329348 2.713981 2.827420 0.007 0.013 0.051
C -2.278276 1.432230 0.191154 -0.252 -0.340 0.127
N -1.221870 0.876882 -0.657582 0.117 0.083 0.141
C -0.028217 0.402617 -0.345136 -0.103 -0.025 -0.240
N 0.546423 -0.068656 -1.466604 -0.096 -0.126 0.003
C -0.396870 0.161587 -2.437822 0.188 0.007 -0.043
N -1.467600 0.728019 -1.977214 -0.019 0.063 -0.012
H -6.404935 0.110653 1.996281 0.024 0.000 0.021
H -5.029232 0.053485 3.095842 -0.011 -0.044 -0.010
H -5.211287 -1.166687 1.823044 -0.032 0.036 0.023
H -6.261227 1.274462 -0.178119 0.025 -0.031 0.012
H -5.511886 -0.265013 -0.577705 -0.009 0.031 -0.030
H -4.744676 1.238889 -1.070804 -0.009 0.000 0.004
H -5.728989 2.515782 1.714181 0.022 0.002 -0.005
H -4.229256 2.979718 0.932562 -0.049 -0.030 0.037
H -4.225916 2.375472 2.595713 -0.007 0.027 0.051
H -3.799035 -1.376598 0.204859 0.003 0.019 0.024
H -1.510519 -0.741256 1.844804 0.031 -0.035 0.022
H -3.047715 -0.911292 2.639626 0.024 -0.098 -0.030
H -1.987544 0.277689 4.236800 -0.051 0.048 0.024
H -2.644309 1.640241 3.364325 -0.056 0.030 0.103
H 0.420595 -0.478369 3.638046 0.004 0.026 -0.039
H 2.710269 0.406343 3.354351 0.009 0.003 -0.009
H 1.105073 4.260542 2.403504 0.042 -0.021 0.007
H -1.172864 3.392733 2.751988 0.013 -0.027 -0.052
H -1.838164 2.111617 0.913480 0.062 0.042 -0.072
H -2.915272 1.981036 -0.492103 0.054 0.083 -0.052
H 0.407976 0.398931 0.644477 -0.114 0.018 0.044
H -0.250189 -0.078945 -3.479923 -0.033 0.007 0.067

(2)
35
Properties=species:S:1:pos:R:3:forces:R:3 method="wB97M-V/def2-TZVPD" s_squared=6.03 orbital_gap_ev="6.27 / 6.10" multiplicity=5 fmax_ha_per_bohr=0.049 mol_weight_da=404.7 relative_energy_kcal_mol=0.0 total_charge=-2
C -0.352242 0.559595 -1.189671 -1.537 0.131 1.544
C 0.030980 1.586964 -0.230238 -1.221 -0.794 0.258
C -0.376582 1.168357 1.060587 -0.473 -0.482 -0.854
C 0.622603 2.881569 -0.567301 0.876 0.520 0.174
C -1.023953 -0.087845 0.956502 0.084 1.037 -0.777
C -1.038967 -0.484976 -0.432848 0.217 1.588 -0.099
C -1.988960 -1.454709 -1.026828 -0.094 -0.484 -0.083
C -0.527831 0.783401 -2.642746 0.162 0.115 -0.436
C -0.167845 1.934901 2.312855 0.267 0.095 0.144
C -1.656852 -0.837571 2.062406 0.055 -0.345 0.381
Ru 1.177587 -0.870253 -0.581123 1.209 -2.175 -0.363
Cl 3.653822 2.525750 0.603852 0.608 0.688 0.322
Cl 2.722208 0.271152 -1.785858 0.275 0.250 -0.794
Cl 2.358385 -0.342186 1.282180 0.011 0.139 0.599
H 0.842333 2.937996 -1.637344 -0.084 0.188 0.142
H 1.599744 2.998114 -0.031282 -0.453 -0.030 -0.364
H -0.025736 3.716663 -0.252402 0.025 -0.155 -0.175
H 0.808390 2.435707 2.277851 -0.104 -0.115 0.146
H -0.208723 1.261517 3.176811 0.114 0.193 -0.039
H -0.944899 2.703208 2.444581 0.081 -0.051 0.019
H -0.973301 -0.903646 2.923281 -0.205 -0.085 -0.169
H -1.907957 -1.853877 1.739284 0.097 0.147 0.185
H -2.582449 -0.347596 2.406856 0.149 -0.059 -0.041
H -2.081639 -2.336461 -0.382007 -0.022 0.023 -0.190
H -1.625907 -1.779805 -2.005830 -0.105 -0.054 0.135
H -2.991875 -1.010541 -1.148431 0.165 -0.056 0.029
H 0.351775 1.298555 -3.036736 -0.121 -0.076 -0.148
H -1.421086 1.394692 -2.853672 0.131 -0.090 0.071
H -0.625504 -0.174969 -3.153374 0.061 0.067 -0.110
O 0.816886 -2.070843 -2.133371 0.079 0.061 -0.022
H 0.698230 -2.994780 -1.852185 0.001 0.652 0.258
O 1.740620 -4.217003 1.687883 -0.377 0.326 -0.355
C 1.727314 -3.243466 0.938406 -0.129 -0.133 -0.024
O 0.672726 -2.622928 0.473132 0.473 -0.869 0.613
H 2.698707 -2.824687 0.596780 -0.217 -0.168 0.023